[1]
Formula: C52H56N7P2SSi2Ti
Source: the Open Molecules 2025 dataset
Level of theory: wB97M-V/def2-TZVPD

Net charge: -1
HOMO level (alpha / beta) in Ha: -0.107 / -0.108
Orbital gap (alpha / beta) in eV: 5.112 / 5.139

```
121
Properties=species:S:1:pos:R:3:lowdin_charge:R:1
Ti -0.277 0.613 0.343 0.7854
C -1.446 0.490 4.610 -0.0366
C -1.438 0.185 3.232 -0.1244
N -0.834 0.952 2.362 0.0210
C -0.260 2.133 2.759 -0.1445
C -0.169 2.481 4.112 -0.1596
C -0.782 1.601 5.041 -0.0015
C 0.487 3.680 4.485 -0.0713
C 0.993 4.485 3.501 -0.0926
C 0.853 4.177 2.136 -0.0148
C 0.206 3.021 1.721 -0.2522
N -0.082 2.690 0.416 -0.0481
C 0.848 3.218 -0.499 -0.2557
C 0.645 4.280 -1.334 -0.0119
C 1.734 4.845 -2.046 -0.0798
C 3.004 4.365 -1.898 -0.0585
C 3.241 3.231 -1.075 -0.1702
C 4.517 2.664 -0.843 -0.0107
C 4.628 1.582 -0.020 -0.0450
C 3.456 1.017 0.541 -0.1266
N 2.261 1.512 0.338 0.1224
C 2.153 2.633 -0.430 -0.1834
H -1.938 -0.188 5.291 0.1085
H -1.931 -0.699 2.840 0.0983
H -0.730 1.837 6.098 0.1140
H 0.571 3.938 5.532 0.0980
H 1.500 5.403 3.773 0.0975
H 1.239 4.863 1.393 0.1078
H -0.340 4.722 -1.403 0.1067
H 1.550 5.693 -2.692 0.1010
H 3.838 4.827 -2.411 0.1070
H 5.389 3.101 -1.316 0.1134
H 5.583 1.120 0.187 0.1038
H 3.485 0.111 1.135 0.0637
C 2.950 -4.488 2.324 -0.1723
Si 3.472 -2.806 1.640 0.2609
C 4.747 -3.121 0.279 -0.1904
C 4.441 -1.976 3.038 -0.1872
N 2.254 -1.798 1.066 -0.3455
P 0.653 -1.825 1.039 0.8279
C -2.069 -0.061 -0.339 -0.9847
P -1.519 -0.118 -1.998 0.6896
N 0.097 -0.058 -1.840 -0.2993
Si 1.227 0.026 -3.145 0.3377
C 1.382 1.753 -3.873 -0.1497
C 0.837 -1.067 -4.634 -0.1783
C 2.902 -0.554 -2.561 -0.1547
C -2.252 -1.498 -2.923 -0.2910
C -3.625 -1.455 -3.175 -0.1034
C -4.253 -2.511 -3.810 -0.0835
C -3.517 -3.623 -4.205 -0.0919
C -2.161 -3.686 -3.929 -0.0928
C -1.539 -2.638 -3.263 -0.1097
C -2.131 1.321 -2.939 -0.2751
C -2.310 1.300 -4.320 -0.0941
C -2.688 2.447 -4.999 -0.0931
C -2.911 3.624 -4.297 -0.0986
C -2.752 3.646 -2.919 -0.0889
C -2.358 2.503 -2.237 -0.0804
C 0.090 -3.178 -0.076 -0.3283
C 1.026 -3.932 -0.772 -0.1054
C 0.639 -5.044 -1.509 -0.0910
C -0.698 -5.417 -1.552 -0.1186
C -1.646 -4.638 -0.902 -0.0978
C -1.259 -3.515 -0.187 -0.1311
C 0.146 -2.530 2.692 -0.3211
C 0.811 -1.935 3.770 -0.1495
C 0.638 -2.376 5.070 -0.1011
C -0.222 -3.438 5.329 -0.1068
C -0.896 -4.032 4.276 -0.0902
C -0.714 -3.583 2.973 -0.0763
H 3.787 -5.191 2.290 0.0203
H 2.124 -4.922 1.757 0.0164
H 2.618 -4.402 3.362 0.0178
H 5.713 -3.423 0.690 0.0154
H 4.894 -2.213 -0.311 0.0107
H 4.424 -3.905 -0.410 0.0132
H 3.835 -1.905 3.944 0.0089
H 4.760 -0.966 2.771 0.0088
H 5.339 -2.551 3.282 0.0191
H 1.773 1.693 -4.891 0.0277
H 2.063 2.376 -3.297 0.0015
H 0.421 2.271 -3.911 0.0221
H -0.194 -1.016 -4.987 0.0125
H 1.065 -2.118 -4.450 0.0239
H 1.482 -0.721 -5.446 0.0263
H 3.229 -0.033 -1.665 -0.0063
H 3.650 -0.393 -3.341 0.0357
H 2.874 -1.618 -2.320 0.0235
H -4.201 -0.589 -2.876 0.0979
H -5.318 -2.468 -3.995 0.0978
H -4.006 -4.448 -4.709 0.0946
H -1.582 -4.557 -4.208 0.1006
H -0.491 -2.720 -3.001 0.0879
H -2.151 0.383 -4.874 0.1002
H -2.812 2.422 -6.074 0.0962
H -3.218 4.520 -4.824 0.0936
H -2.949 4.558 -2.366 0.0965
H -2.260 2.515 -1.151 0.0496
H 2.068 -3.643 -0.724 0.0689
H 1.385 -5.626 -2.037 0.0966
H -1.002 -6.296 -2.107 0.0962
H -2.698 -4.890 -0.969 0.1095
H -2.016 -2.896 0.289 0.0547
H 1.495 -1.116 3.574 0.0982
H 1.176 -1.896 5.878 0.1000
H -0.360 -3.798 6.342 0.0919
H -1.565 -4.864 4.462 0.0964
H -1.247 -4.081 2.174 0.0901
S -3.564 -0.635 0.233 0.3929
C -3.293 2.907 1.148 -0.1296
N -4.068 2.238 1.999 -0.0313
C -4.845 3.054 2.931 -0.1623
C -4.501 4.481 2.462 -0.1710
N -3.516 4.210 1.410 -0.0332
H -4.140 1.231 1.901 0.0223
H -4.528 2.877 3.962 0.0988
H -5.914 2.840 2.859 0.1019
H -4.080 5.087 3.267 0.0988
H -5.375 5.002 2.060 0.0980
H -3.020 4.934 0.928 0.1045
```

[2]
Formula: C52H57AsCsFN2OP2SSi
Source: the Open Molecules 2025 dataset
Level of theory: wB97M-V/def2-TZVPD

Net charge: -2
HOMO level in Ha: -0.002
Orbital gap in eV: 3.848

```
119
Properties=species:S:1:pos:R:3:lowdin_charge:R:1
Cs 0.353 0.323 0.180 1.0004
C 4.247 1.606 4.144 -0.1722
Si 3.224 0.182 3.402 0.3379
C 4.109 -1.421 3.913 -0.1768
C 1.600 0.170 4.340 -0.1582
N 2.936 0.285 1.729 -0.1669
C 3.894 0.345 0.783 -0.3499
C 5.293 0.315 1.153 -0.0756
C 6.392 0.373 0.329 -0.1371
C 6.225 0.473 -1.049 -0.1476
C 4.917 0.499 -1.490 -0.0775
C 3.814 0.435 -0.652 -0.2020
F 2.660 0.485 -1.437 -0.1671
H 4.266 1.534 5.236 0.0212
H 3.810 2.572 3.884 0.0008
H 5.280 1.612 3.793 0.0098
H 4.152 -1.518 5.003 0.0178
H 5.132 -1.478 3.533 0.0107
H 3.564 -2.283 3.520 0.0113
H 1.785 0.075 5.415 0.0319
H 0.962 -0.656 4.027 -0.0310
H 1.024 1.078 4.180 0.0010
H 5.486 0.233 2.212 0.0481
H 7.381 0.339 0.774 0.0876
H 7.055 0.524 -1.741 0.0770
H 4.696 0.577 -2.549 0.1030
C -2.472 0.313 -2.088 -0.4179
C -2.713 1.701 -2.645 -0.4048
P -1.242 2.836 -2.529 1.0806
C -1.784 4.216 -1.460 -0.3815
C -1.393 5.539 -1.663 -0.1136
C -1.817 6.543 -0.804 -0.1109
C -2.637 6.246 0.276 -0.1093
C -3.014 4.931 0.495 -0.0955
C -2.584 3.917 -0.355 -0.0864
C -1.406 3.685 -4.165 -0.3887
C -0.407 3.529 -5.120 -0.1049
C -0.524 4.098 -6.384 -0.1077
C -1.649 4.838 -6.710 -0.1194
C -2.658 5.003 -5.765 -0.1014
C -2.535 4.431 -4.510 -0.1019
C -1.233 -0.294 -2.697 -0.5450
P -1.109 -2.085 -2.330 1.0678
C -2.292 -2.733 -3.586 -0.3775
C -3.417 -3.422 -3.142 -0.0996
C -4.362 -3.903 -4.041 -0.1044
C -4.188 -3.702 -5.401 -0.1169
C -3.068 -3.015 -5.858 -0.0984
C -2.132 -2.534 -4.957 -0.0947
C 0.477 -2.586 -3.121 -0.3643
C 0.598 -3.858 -3.690 -0.1162
C 1.801 -4.296 -4.221 -0.1098
C 2.921 -3.474 -4.185 -0.1127
C 2.821 -2.220 -3.602 -0.0800
C 1.614 -1.781 -3.072 -0.0837
H -3.359 -0.294 -2.313 0.0592
H -2.353 0.303 -0.372 -0.1605
H -3.583 2.175 -2.178 0.0695
H -2.913 1.690 -3.744 0.0632
H -0.758 5.792 -2.504 0.0999
H -1.506 7.566 -0.983 0.0894
H -2.966 7.032 0.946 0.0893
H -3.624 4.619 1.333 0.0729
H -2.853 2.880 -0.159 0.0899
H 0.471 2.945 -4.867 0.0948
H 0.266 3.959 -7.114 0.0913
H -1.745 5.282 -7.694 0.0875
H -3.543 5.577 -6.013 0.0919
H -3.326 4.560 -3.780 0.1114
H -0.332 0.162 -2.264 -0.0772
H -1.207 -0.069 -3.793 0.0755
H -3.554 -3.568 -2.076 0.0964
H -5.236 -4.430 -3.675 0.0917
H -4.922 -4.076 -6.106 0.0878
H -2.929 -2.850 -6.920 0.0925
H -1.262 -1.994 -5.315 0.1055
H -0.266 -4.512 -3.723 0.0984
H 1.865 -5.285 -4.662 0.0902
H 3.864 -3.815 -4.597 0.0890
H 3.689 -1.576 -3.540 0.0922
H 1.597 -0.805 -2.604 0.0640
O -2.264 0.312 0.659 -0.7744
S -2.789 3.299 3.831 0.9944
C -2.053 2.316 2.553 -0.4434
N -0.775 2.367 2.506 0.0328
C -0.261 3.258 3.436 -0.3282
C 1.085 3.603 3.554 -0.0301
C 1.460 4.516 4.518 -0.0946
C 0.510 5.100 5.364 -0.1152
C -0.832 4.787 5.244 -0.1126
C -1.210 3.870 4.267 -0.4903
H -2.608 1.644 1.851 0.0257
H 1.802 3.138 2.887 0.1062
H 2.504 4.783 4.625 0.0938
H 0.828 5.812 6.116 0.0883
H -1.571 5.248 5.887 0.0949
C -1.933 -2.555 4.209 -0.3207
As -0.966 -2.140 2.542 1.1323
C -2.167 -3.094 1.339 -0.3433
C 0.583 -3.357 2.978 -0.3427
C 0.254 -4.754 3.391 -0.3076
C 0.482 -5.202 4.692 -0.0599
C 0.150 -6.493 5.080 -0.1088
C -0.416 -7.374 4.171 -0.1241
C -0.646 -6.944 2.869 -0.0984
C -0.318 -5.654 2.487 -0.0610
H -2.078 -3.630 4.333 0.0133
H -2.906 -2.063 4.171 0.0162
H -1.375 -2.165 5.061 0.0132
H -2.540 -4.035 1.749 0.0110
H -1.696 -3.261 0.371 -0.0290
H -2.959 -2.355 1.197 0.0091
H 1.101 -2.825 3.773 0.0380
H 1.234 -3.364 2.101 0.0764
H 0.925 -4.520 5.410 0.1083
H 0.338 -6.812 6.099 0.0909
H -0.675 -8.382 4.470 0.0862
H -1.088 -7.620 2.145 0.0949
H -0.506 -5.327 1.472 0.1051
```

[3]
Formula: C52H59AsF3InN2O5S3SbSe
Source: the Open Molecules 2025 dataset
Level of theory: wB97M-V/def2-TZVPD

Net charge: -2
HOMO level (alpha / beta) in Ha: -0.092 / -0.102
<S²>: 0.763
Multiplicity: 2
Orbital gap (alpha / beta) in eV: 6.256 / 5.929

```
128
Properties=species:S:1:pos:R:3:lowdin_charge:R:1
In -1.328 -0.290 -0.468 0.4207
C 3.238 -6.419 2.234 -0.0541
C 3.178 -5.019 2.863 -0.5568
C 2.538 -5.152 4.249 -0.0668
C 4.602 -4.470 3.045 -0.0510
C 2.412 -4.076 1.946 -0.1948
C 1.235 -3.448 2.305 -0.0813
C 0.642 -2.516 1.470 -0.3828
Se -0.913 -1.583 2.086 1.1495
C 0.087 -0.137 2.845 -0.3594
C 0.816 -0.370 3.997 -0.0637
C 1.558 0.645 4.574 -0.1944
C 1.463 1.909 3.985 0.0031
C 0.750 2.174 2.836 -0.0845
C 0.078 1.102 2.172 -0.3811
O -0.523 1.265 1.052 -0.1990
C 0.655 3.573 2.236 -0.5274
C 1.343 4.645 3.092 -0.0787
C -0.826 3.964 2.110 -0.0356
C 1.322 3.555 0.854 -0.0323
C 2.455 0.460 5.792 -0.5578
C 3.894 0.869 5.429 -0.0523
C 1.934 1.330 6.948 -0.0555
C 2.493 -0.992 6.276 -0.0711
C 1.178 -2.153 0.218 -0.3730
O 0.685 -1.215 -0.522 -0.1925
C 2.336 -2.882 -0.188 -0.0922
C 2.914 -3.786 0.675 0.0043
C 2.934 -2.588 -1.554 -0.5260
C 1.864 -2.829 -2.626 -0.0344
C 4.139 -3.471 -1.907 -0.0748
C 3.399 -1.126 -1.558 -0.0398
H 3.798 -7.107 2.869 0.0734
H 2.231 -6.810 2.104 0.0859
H 3.718 -6.385 1.260 0.0722
H 3.162 -5.781 4.885 0.0768
H 2.438 -4.180 4.726 0.0701
H 1.556 -5.613 4.181 0.0821
H 5.188 -5.125 3.690 0.0740
H 5.111 -4.387 2.089 0.0707
H 4.565 -3.477 3.490 0.0840
H 0.736 -3.654 3.242 0.0884
H 0.770 -1.362 4.424 0.0887
H 1.981 2.724 4.469 0.0883
H 0.920 4.673 4.095 0.0781
H 2.415 4.470 3.159 0.0744
H 1.198 5.622 2.633 0.0755
H -1.317 3.935 3.084 0.0872
H -0.926 4.970 1.703 0.0789
H -1.331 3.269 1.449 0.0621
H 2.383 3.322 0.950 0.0855
H 0.852 2.796 0.237 0.0671
H 1.216 4.521 0.360 0.0796
H 3.945 1.916 5.137 0.0710
H 4.564 0.718 6.278 0.0732
H 4.247 0.265 4.594 0.0879
H 1.952 2.386 6.683 0.0715
H 0.905 1.052 7.175 0.0858
H 2.544 1.188 7.843 0.0730
H 2.834 -1.651 5.481 0.0717
H 3.182 -1.083 7.118 0.0767
H 1.508 -1.314 6.607 0.0821
H 3.799 -4.308 0.345 0.0888
H 1.562 -3.876 -2.621 0.0909
H 0.984 -2.222 -2.437 0.0493
H 2.241 -2.578 -3.617 0.0773
H 3.876 -4.527 -1.874 0.0793
H 4.456 -3.237 -2.922 0.0759
H 4.982 -3.281 -1.244 0.0770
H 2.541 -0.464 -1.479 0.0754
H 4.041 -0.938 -0.698 0.0901
H 3.956 -0.903 -2.469 0.0663
S -5.048 -2.711 -3.748 -0.2415
Sb -4.142 -0.977 -2.518 0.3720
S -1.815 -0.981 -3.096 0.1250
S -3.681 -1.592 -0.244 -0.0766
O -3.334 1.602 -3.370 -0.5908
As -2.224 1.361 -4.532 1.0241
C -3.085 0.251 -5.884 -0.3238
C -2.510 -0.951 -6.282 -0.1423
C -3.257 -1.892 -6.969 -0.1021
C -4.583 -1.639 -7.278 -0.1242
C -5.153 -0.429 -6.923 -0.1082
C -4.410 0.505 -6.218 -0.1109
C -0.303 1.069 -4.925 -0.3402
C -0.049 1.340 -6.263 -0.1285
C 1.205 1.140 -6.806 -0.0958
C 2.230 0.671 -6.002 -0.0982
C 1.983 0.406 -4.667 -0.0707
C 0.719 0.592 -4.127 -0.1122
C -2.137 3.288 -4.992 -0.2587
C -3.165 4.061 -5.520 -0.0974
C -3.156 5.441 -5.383 -0.1105
C -2.117 6.074 -4.722 -0.1147
C -1.098 5.317 -4.171 -0.0872
C -1.116 3.941 -4.302 -0.1055
H -1.478 -1.158 -6.015 0.0890
H -2.813 -2.844 -7.222 0.1004
H -5.179 -2.404 -7.755 0.0955
H -6.192 -0.238 -7.158 0.0961
H -4.866 1.438 -5.891 0.0947
H -0.862 1.711 -6.887 0.1054
H 1.383 1.355 -7.853 0.0941
H 3.219 0.510 -6.415 0.0936
H 2.782 0.053 -4.032 0.0784
H 0.542 0.366 -3.084 0.0587
H -3.994 3.582 -6.029 0.0871
H -3.973 6.029 -5.779 0.0902
H -2.116 7.151 -4.612 0.0892
H -0.295 5.800 -3.630 0.0982
H -0.333 3.346 -3.837 0.0938
O -2.579 1.764 -0.619 -0.1628
N -1.819 2.332 -1.397 -0.2220
O -0.830 1.710 -1.796 -0.1917
F -7.285 2.277 2.526 0.1388
C -6.924 1.385 3.456 -0.5786
F -7.884 0.440 3.483 0.1296
F -7.048 2.030 4.645 0.1147
C -5.550 0.817 3.264 -0.1169
C -5.102 -0.164 4.148 0.0001
C -3.824 -0.659 3.956 -0.1246
N -3.009 -0.197 3.026 -0.0001
C -3.434 0.740 2.197 -0.1497
C -4.718 1.270 2.256 0.0392
H -5.731 -0.516 4.951 0.1133
H -3.420 -1.450 4.575 0.1096
H -2.721 1.099 1.469 0.0569
H -5.037 2.009 1.535 0.1282
```

no.,E_tot (eV)
1,-133553.5742
2,-161270.8996
3,-246656.7819